Below is 3 unconnected molecules or ions with the total composition C26H51O6PS2, with properties calculated with ωB97M-V with the def2-TZVPD basis set.

Each line ends with the Löwdin charge.
CARTESIAN COORDINATES (ANGSTROEM)
C  -4.398  0.323  -2.938  -0.076
H  -5.843  2.043  -1.118  0.113
C  4.249  -0.737  4.672  -0.249
H  3.424  -1.056  4.034  0.103
C  0.541  -0.784  -0.615  -0.192
H  -0.265  -0.663  0.101  0.084
C  2.051  3.509  -2.994  -0.206
C  2.755  1.135  -3.628  -0.205
C  -3.497  -1.632  -1.175  -0.093
C  -3.561  -1.913  -2.540  -0.092
C  -3.886  -0.377  -0.703  -0.036
O  5.385  -1.601  4.449  -0.262
P  -2.383  2.883  -2.252  0.955
H  3.183  1.298  -2.644  0.089
C  -0.075  4.346  -1.918  -0.286
C  -4.761  1.955  -1.031  -0.226
H  1.675  -0.308  -4.724  0.104
H  0.787  0.648  1.647  0.069
C  -4.677  -2.847  2.609  -0.063
H  -4.378  -2.197  1.789  0.052
H  3.591  0.915  -4.290  0.101
H  6.685  -4.754  3.825  0.077
H  3.045  0.070  6.253  0.083
H  0.324  -3.226  3.819  0.078
C  -4.134  3.184  -1.725  -0.409
C  2.062  2.434  -4.089  -0.204
H  -4.136  4.008  -1.021  0.065
H  1.013  -1.738  -0.389  0.107
C  1.803  -0.064  -3.671  -0.193
H  -2.055  5.208  -1.526  0.063
O  -1.863  -2.545  1.159  -0.288
H  -2.546  2.585  -3.623  -0.050
H  -3.602  -1.738  4.132  0.115
C  1.757  0.472  1.190  -0.099
C  0.404  0.179  -3.069  -0.217
H  0.334  4.257  -4.054  0.098
H  0.288  1.196  -2.706  0.066
C  -4.011  -0.930  -3.423  -0.078
C  6.664  -3.667  3.795  -0.121
H  3.455  -1.632  6.480  0.070
H  2.508  0.033  -0.758  0.103
H  -3.134  -2.377  -0.486  0.068
H  6.717  -3.312  2.770  0.075
H  -4.060  -1.143  -4.478  0.095
C  -1.574  4.568  -2.256  -0.393
S  -1.455  -2.402  2.523  0.567
H  -0.138  -4.343  2.495  0.079
H  2.626  2.858  -4.916  0.107
H  -1.676  4.995  -3.247  0.061
O  -1.336  -1.101  3.108  -0.273
H  -4.053  -3.372  4.600  0.121
H  1.052  2.233  -4.435  0.096
H  0.785  -2.860  2.132  0.067
H  4.680  -0.402  6.757  0.085
C  0.858  4.480  -3.131  -0.199
C  0.031  -3.308  2.776  -0.106
H  -0.009  -1.825  -2.440  0.110
H  2.039  3.045  -2.012  0.084
H  0.009  3.339  -1.525  0.038
H  0.211  5.037  -1.130  0.104
H  4.564  0.247  4.333  0.123
H  -3.255  -2.887  -2.886  0.099
O  4.059  -3.483  3.597  -0.284
H  -4.538  2.001  0.029  0.102
O  -2.399  -3.287  3.448  -0.259
C  -0.083  -0.821  -2.029  -0.184
H  -4.726  -3.865  2.224  0.088
C  -4.339  0.621  -1.579  -0.285
H  -4.752  1.060  -3.647  0.106
C  3.832  -0.673  6.128  -0.071
H  -5.672  -2.544  2.938  0.084
H  2.250  -0.389  1.629  0.060
S  5.130  -3.168  4.494  0.562
H  7.471  -3.258  4.397  0.076
H  -3.828  -0.155  0.352  0.102
O  5.071  -3.603  5.855  -0.273
H  2.351  1.369  1.348  0.066
C  1.552  0.316  -0.323  -0.257
H  1.210  5.509  -3.174  0.104
H  -4.746  3.486  -2.572  0.067
C  -3.705  -2.761  3.769  -0.246
H  2.293  -0.923  -3.215  0.107
H  -1.143  -0.624  -1.903  0.075
H  2.983  4.067  -3.055  0.107
H  -0.305  0.099  -3.892  0.106
H  1.239  1.283  -0.699  0.085

Its HOMO energy is -8.1 eV. The SMILES is CCCCCCCCCCCCPCCc1ccccc1.CCOS(C)(=O)=O.CCOS(C)(=O)=O. The calculated total energy comes out at -2610.38808 Eh. The HOMO-LUMO gap comes out at 8.6 eV.